53
Properties=species:S:1:pos:R:3 method="wB97M-V/def2-TZVPD" e_lumo_ev=0.3 largest_force_ev_per_a=0.89 spin_multiplicity=1
I -1.91409 1.07563 -5.68801
S -2.73235 1.32085 1.56557
Mg -0.54467 0.66060 0.45667
O 0.57548 1.76495 -0.56081
O 2.37605 -0.43340 0.80819
N -1.94368 0.06787 -1.52166
N -2.73079 0.86604 4.20390
N -0.66660 1.31168 3.37809
N -0.54759 -1.49937 0.60609
N 0.07834 1.51611 2.21735
C -1.93312 1.17742 3.12134
C 0.85669 -1.68608 -1.38168
C -3.74998 -0.17325 -3.61709
C 1.08287 2.29341 2.31626
C -1.38968 -4.12942 0.42847
C 4.00786 3.80573 0.55858
C 2.31025 -2.04996 -1.03310
C 2.55873 2.88269 -1.13512
C 1.95165 2.66962 1.19768
C -1.62900 0.49802 -2.74235
C -1.79474 -3.33838 1.49064
C 3.11956 3.36874 1.51993
C -3.14566 -0.47325 -1.32666
C -4.07440 -0.61225 -2.34366
C -1.35591 -2.02831 1.53334
C -0.54323 -3.59053 -0.52447
C 3.71065 3.55417 -0.78039
C 2.70277 -1.75005 0.40550
C -2.49968 0.39046 -3.81506
C 1.64125 2.41527 -0.17260
C -0.12142 -2.27343 -0.40435
H -1.72917 -5.15365 0.34227
H -3.69889 1.12407 4.10414
H -0.20104 -4.18281 -1.36309
H -2.31410 1.07607 5.09831
H 1.30389 2.72604 3.29301
H 3.77041 -1.94861 0.54410
H 2.97099 -1.51559 -1.72115
H 2.92353 0.20590 0.33330
H -5.04040 -1.05068 -2.13583
H -4.45326 -0.26098 -4.43381
H 2.47013 -3.11909 -1.20685
H 2.31899 2.69771 -2.17508
H -0.65224 0.95433 -2.85409
H 4.38764 3.89379 -1.55504
H 0.74935 -0.60036 -1.42584
H 3.32308 3.56392 2.56738
H -1.66776 -1.36145 2.32845
H 2.16234 -2.40752 1.08954
H 0.63553 -2.07599 -2.37725
H -3.37311 -0.79015 -0.31492
H -2.44800 -3.71423 2.26459
H 4.90655 4.33767 0.83725



116
Properties=species:S:1:pos:R:3 method="wB97M-V/def2-TZVPD" e_lumo_ev="2.5 / 2.5" largest_force_ev_per_a=4.01 spin_multiplicity=4 s_squared=3.77 total_charge=-1
V -1.54638 -0.42017 0.75837
S -4.17931 -0.55364 -0.33085
P -1.28671 -1.60248 2.70732
P -0.86726 2.00948 -1.11607
P 1.95379 -0.25068 -2.10896
Si 0.76766 0.22812 1.13926
F -1.46000 1.72886 2.95411
F -3.50936 1.18389 2.34124
O -3.22887 -1.56198 0.39281
N -0.45305 -2.40380 -0.90434
N -1.22801 -1.88529 -1.86613
N -2.98888 0.37694 -1.18132
C 3.97187 3.21309 -2.80297
C 4.59277 1.79153 -4.62973
C -3.62324 -0.16907 5.81429
C 5.31187 -0.97219 0.07232
C 3.53007 -0.70201 1.65394
C -0.29260 4.48553 -4.37566
C 0.17705 -1.04295 3.63344
C -1.93314 -4.32294 3.42462
C 3.06659 -0.46708 -0.67140
C 2.04490 4.25040 1.58804
C -4.87421 -0.66114 5.47641
C 0.98157 -0.05067 3.06599
C 2.90173 -2.91768 -2.54651
C 3.77304 0.78421 -4.13281
C 3.14803 2.21541 -2.31398
C -5.48987 2.08374 -1.60477
C -4.95145 2.60151 -0.37521
C 1.36101 -0.93123 5.73122
C 3.10279 -4.04280 -3.33273
C -1.19919 5.51910 -4.20943
C 0.98101 4.96262 1.05968
C 2.12503 0.10747 5.21535
C -0.21837 3.46730 -3.43408
C 0.26988 -5.27953 2.03349
C -2.64424 -1.26888 3.90182
C -1.16136 -4.01470 -2.31598
C 4.41408 -0.72712 -0.94480
C -5.02035 -1.42556 4.32750
C -0.40571 -3.70053 -1.17609
C 4.85562 -0.98717 1.37818
C -2.72089 1.82556 -0.95373
C -3.29307 1.26210 -2.27329
C 4.70002 3.00350 -3.96712
C -1.04129 3.45494 -2.30928
C 0.37896 -1.49620 4.93988
C -0.00677 4.29221 0.35543
C -1.06401 -3.42283 2.81787
C 2.33457 -1.76611 -3.09006
C 0.04472 -3.91758 2.12750
C -3.62537 2.60992 -0.13438
C 1.89363 -1.80735 -4.41484
C -1.70593 -5.68928 3.32805
C -0.61674 -6.17331 2.62119
C -3.91910 -1.71399 3.54032
C 0.01027 2.90057 0.24151
C -2.51772 -0.45839 5.02892
C 2.69791 -4.05589 -4.65891
C -4.69809 1.55407 -2.55764
C 1.00047 2.15187 0.92561
C 2.03913 2.86438 1.52080
C -1.68174 -2.80945 -2.72626
C 2.07737 -2.93760 -5.19522
C 1.93751 0.52803 3.90843
C 3.04367 0.98140 -2.96434
C -2.04686 5.50932 -3.10981
C -1.98085 4.48252 -2.18123
C 2.58992 -0.38621 0.65900
B -2.18836 0.98269 2.06400
H -5.73683 -0.42949 6.08922
H 1.72910 -2.95044 -6.22109
H -5.07637 1.33429 -3.54737
H 3.71787 -0.15929 -4.66000
H -1.56115 -0.02900 5.28506
H -2.78462 -3.95652 3.98362
H -6.54697 2.21488 -1.80194
H 1.13399 -5.65509 1.49766
H 0.17077 -4.36919 -0.56204
H -2.33427 -2.55894 -3.54494
H -2.68541 4.47865 -1.36054
H 1.40461 -0.93322 -4.83378
H -0.78410 4.86994 -0.12148
H 4.75695 -0.74451 -1.97262
H 3.21294 -0.72496 2.68597
H 0.72141 -3.21039 1.65637
H 2.57304 2.38470 -1.41229
H -0.26062 -2.27493 5.34127
H -2.76527 6.30964 -2.97557
H -6.00232 -1.77822 4.03687
H 1.51049 -1.27994 6.74618
H 4.04351 4.15438 -2.27187
H 6.35378 -1.16753 -0.15347
H -0.46078 -7.24078 2.52682
H 2.86805 4.76973 2.06536
H -1.45839 -0.89786 -1.83778
H -1.30777 -4.98370 -2.76012
H -4.03327 -2.25908 2.61000
H -2.38615 -6.38130 3.81000
H 2.87711 0.58484 5.83353
H 2.55728 1.33299 3.54182
H -2.61947 1.18943 -3.12739
H 0.48579 2.65830 -3.57572
H -3.20424 3.15508 0.70034
H 5.15833 1.61962 -5.53825
H 2.86070 -4.93542 -5.26953
H -3.50619 0.46260 6.68648
H 3.57702 -4.91842 -2.90539
H 3.19251 -2.93080 -1.50541
H 0.36226 4.46844 -5.23874
H -1.26267 6.31554 -4.94086
H 2.88813 2.32276 1.91993
H 0.94080 6.04202 1.14643
H 5.53867 -1.21605 2.18853
H -5.61937 3.12137 0.30032
H 5.35096 3.77909 -4.35160



50
Properties=species:S:1:pos:R:3 method="wB97M-V/def2-TZVPD" smiles="NC(N)=O.CCO.CCO.CCO.CCO.CO" e_lumo_ev=0.1 largest_force_ev_per_a=7.79 spin_multiplicity=1
O 1.81365 13.18516 -27.19311
O 5.25045 11.58879 -26.38603
O 7.47596 15.81260 -27.39822
O -2.28890 15.56493 -28.97083
O 4.73996 16.22632 -28.57052
O 5.02462 18.12837 -26.57024
N 6.74274 13.13359 -27.25598
N 4.53311 13.53610 -27.47958
C 9.53005 14.67539 -27.86458
C -0.87215 15.77265 -28.99139
C 4.49925 16.33964 -24.87362
C -0.09855 14.59956 -29.52970
C 3.44194 16.51691 -29.15632
C 4.18342 17.67386 -25.52108
C 2.51340 13.52902 -24.91187
C 1.92031 14.13086 -26.16606
C 8.82810 15.97599 -27.42234
C 5.51569 12.74823 -27.08986
H 4.67498 14.56317 -27.82742
H 4.28448 15.53319 -25.64295
H 7.01801 14.02807 -27.71465
H 3.54316 13.25239 -27.44004
H 10.60638 14.90458 -27.99941
H -0.46104 14.17930 -30.48534
H 0.96746 14.47428 -25.84785
H 2.78576 14.23320 -24.11430
H 4.08694 18.51172 -24.77632
H 7.42405 12.56396 -26.67840
H 7.18884 16.58265 -26.97759
H 3.48007 17.48966 -29.51085
H 2.52433 15.01070 -26.39804
H -0.42496 13.98212 -28.70996
H 4.82032 16.51119 -27.66731
H -0.78357 16.48204 -29.81504
H 9.31841 14.45790 -28.94691
H 5.54752 16.42502 -24.57686
H 3.53460 13.19477 -25.01055
H -2.56743 15.65486 -28.00670
H 5.71442 18.74153 -26.22843
H 9.18904 16.78587 -28.08241
H 3.01716 15.89024 -29.92376
H 0.94606 14.76662 -29.55221
H 3.96948 16.11438 -23.98665
H 1.88255 12.77388 -24.46166
H 2.70572 16.61395 -28.32932
H 1.07193 12.57727 -27.05140
H 3.20942 17.59670 -25.84206
H 9.38268 13.87179 -27.15649
H -0.53539 16.12647 -28.06797
H 9.08958 16.29627 -26.44760



138
Properties=species:S:1:pos:R:3 method="wB97M-V/def2-TZVPD" smiles="CCOC(=O)C(F)(F)F.CCOC(=O)C(F)(F)F.CCN(CC)CC.CCN(CC)CC.CCN(CC)CC.CCN(CC)CC.CCN(CC)CC" e_lumo_ev=0.6 largest_force_ev_per_a=2.15 spin_multiplicity=1
F 0.39913 1.41564 -5.06666
F -1.11259 2.44009 -3.94297
F 0.68067 3.46310 -4.47070
F -0.72290 -1.27308 3.03176
F -1.29445 0.53737 4.19174
F 0.71557 0.32741 3.44727
O -0.37017 2.53263 -7.23695
O -1.64251 4.03757 -6.14487
O -0.06362 1.06032 1.07184
O -2.22062 0.76515 1.54663
N -2.25007 -1.72218 7.96476
N 3.22425 -3.27110 2.62750
N 4.60707 -0.12688 -2.23785
N -0.37074 -3.34841 -2.35077
N -5.07052 5.30498 -1.37359
C -2.23421 2.26770 -8.77659
C 3.04791 -1.22918 1.15386
C 0.85840 1.37032 -1.12347
C 2.59622 -1.99511 2.36760
C -1.70710 -1.98786 -0.70289
C -2.71329 -1.97455 9.32580
C 0.47905 -3.14357 -3.51108
C -2.33234 -4.27991 -3.66816
C 4.89440 1.51291 -0.37634
C -1.06681 0.67817 1.83955
C -0.21075 2.57252 -4.91462
C -0.30869 1.62588 -0.20965
C 4.61510 -3.45531 2.29770
C -1.32293 -4.46385 -2.51038
C -4.09750 -1.40973 9.63009
C 5.06373 1.22293 -1.88018
C 6.64624 -1.52922 -1.53081
C -0.89671 2.93019 -8.51925
C -0.79359 -1.88487 7.90598
C -5.09892 6.72277 -1.01793
C -4.15926 4.55849 -0.51058
C 5.16519 -1.17530 -1.40623
C -0.20971 -1.33493 6.62644
C -1.00242 -2.06153 -2.06767
C -0.57062 0.06255 3.16947
C 1.39527 -4.30474 3.93701
C -6.17093 7.51655 -1.74995
C -2.98097 -2.52506 6.98750
C 1.83550 -2.55277 -3.16519
C -3.58354 -1.63837 5.88666
C 4.79266 -0.41234 -3.66011
C -0.88869 3.12489 -6.17487
C -2.65882 4.74949 -0.72039
C 5.63743 -2.75984 3.23707
C 2.84565 -3.89362 3.89116
C -4.74966 5.12999 -2.79692
C 3.98767 0.48231 -4.60708
C -4.71199 3.66211 -3.23867
H 0.87659 -1.21306 6.66086
H -0.90291 4.01604 -8.61045
H 2.25090 -3.00058 -2.25610
H -0.67574 -5.29638 -2.78065
H 0.01571 -2.58692 -4.33911
H -2.15000 1.18585 -8.68371
H 2.52881 -2.80981 -3.96959
H -7.07753 6.92384 -1.87519
H -2.00855 4.15859 -0.08290
H 4.03280 0.99028 0.03452
H 0.93994 -4.49915 4.91281
H -2.39627 -3.33644 6.53027
H -0.33119 -1.21429 -2.17063
H 4.51288 1.97775 -2.43750
H 0.74267 -4.10315 -3.97037
H -1.19251 1.23179 -0.71683
H -2.13050 -0.97985 -0.66776
H 0.72762 -3.48341 3.63506
H -1.06060 -2.07535 0.17311
H 6.61682 -3.14825 2.94652
H -0.52820 -0.30346 6.45794
H 1.09713 -5.11249 3.26719
H 4.53648 -2.07481 -1.38729
H -1.79091 -4.63710 -1.54577
H 4.08620 -0.91156 1.29437
H -2.45958 5.77820 -0.38812
H 4.23784 0.45111 -5.66652
H -3.02988 2.61430 -8.12002
H -4.38505 3.48645 -0.57360
H 1.51744 -2.13647 2.27730
H -0.35853 -1.30806 8.72284
H 4.15797 1.54267 -4.39595
H 1.97221 -1.48952 -2.94314
H -1.83040 -1.88324 -2.76874
H -0.46851 -1.90351 5.73155
H 4.66160 2.57248 -0.25528
H -4.11048 7.19975 -1.08850
H -4.07415 -2.22318 5.10695
H 5.86076 -0.21774 -3.86000
H -2.49939 2.50145 -9.80984
H 6.81465 -2.16977 -2.39606
H -1.76261 -4.25596 -4.60041
H 3.08929 -3.31197 4.78816
H -4.48880 4.73666 0.51722
H 4.96392 -0.92323 -0.36105
H 7.01461 -2.01329 -0.62647
H -2.37405 4.73341 -1.77025
H 1.83249 1.63666 -0.70935
H 4.87250 -4.51570 2.30401
H 0.68357 1.84712 -2.08685
H 2.48388 -0.31226 0.97615
H 6.11908 1.30797 -2.18548
H 4.80018 -3.02586 1.31183
H -5.35381 6.73330 0.04687
H 2.91538 -1.82100 0.24232
H -5.52181 3.08354 -2.79488
H -3.78140 3.18872 -2.93038
H -2.72267 -1.20270 5.37695
H -2.88440 -3.34100 -3.74071
H 2.92719 0.30685 -4.41706
H -5.84829 7.84786 -2.73760
H -4.18700 -0.85195 6.32830
H -3.81868 5.66075 -3.05554
H -6.42001 8.39593 -1.15579
H 5.52118 -2.95746 4.30243
H -3.05723 -5.09242 -3.65036
H 5.81795 1.26005 0.13889
H 4.60185 -1.46737 -3.84764
H 7.24971 -0.62154 -1.61727
H -3.73414 -3.09733 7.53903
H -0.50851 2.68218 -0.01527
H -2.53055 -2.68866 -0.57363
H -2.65939 -3.03761 9.60348
H -4.19570 -0.37807 9.28872
H 0.97680 0.31028 -1.36361
H 2.71207 -1.29963 3.21630
H 5.59537 -1.67996 3.08437
H -0.57976 -2.95404 8.05653
H -5.46363 5.71021 -3.38528
H 3.42513 -4.81971 3.91199
H -4.88549 -1.92152 9.06368
H -2.02784 -1.42628 9.97601
H -0.17941 2.59003 -9.26440
H -4.84145 3.66830 -4.31991
H -4.40111 -1.51701 10.67019



16
Properties=species:S:1:pos:R:3 method="wB97M-V/def2-TZVPD" smiles="C[C@@H](O)CNC=O" e_lumo_ev=0.7 largest_force_ev_per_a=1.14 spin_multiplicity=1
O 0.17741 0.33451 -1.68961
O -1.66299 1.81534 -0.33759
N -1.20064 0.21709 1.22450
C -1.78154 1.34946 0.78745
C 0.72828 0.03615 -0.41831
C 1.90585 -0.90242 -0.62538
C -0.40428 -0.65210 0.36339
H 2.48680 -0.54498 -1.47755
H -0.08185 -1.49547 0.98477
H -1.39114 -0.05785 2.17714
H -2.40133 1.85150 1.54795
H 2.55569 -0.94685 0.25600
H 1.56015 -1.91841 -0.85002
H -0.57721 0.92385 -1.48117
H 1.05255 0.96596 0.07015
H -0.96576 -0.97579 -0.53170



18
Properties=species:S:1:pos:R:3 method="wB97M-V/def2-TZVPD" e_lumo_ev=0.1 largest_force_ev_per_a=3.58 spin_multiplicity=1
Br 1.97578 8.95409 8.36009
Br 3.29080 9.13639 11.31531
Br 2.58782 6.33450 10.22744
O 2.98210 9.93408 4.55142
O 3.22788 7.88703 5.53558
O 3.16610 8.05143 3.32483
C 3.02186 8.09348 9.71735
C 3.50831 6.60651 5.05552
C 2.85570 5.51192 5.90990
C 3.10524 6.60052 3.58343
C 3.10423 8.73560 4.48128
H 4.04126 8.10293 9.32350
H 2.08215 6.24428 3.62266
H 2.76864 4.56865 5.36234
H 1.88287 5.86570 6.14758
H 3.86732 6.16617 2.90162
H 3.35995 5.32140 6.85034
H 4.62162 6.42609 5.05626



12
Properties=species:S:1:pos:R:3 method="wB97M-V/def2-TZVPD" e_lumo_ev=-1.2 largest_force_ev_per_a=7.80 spin_multiplicity=1
Na 2.17531 0.54483 -0.20763
O -1.92841 -0.59864 0.11850
O 0.24858 -0.00622 1.11040
O 0.03755 0.47565 -0.99953
C -2.37868 0.76546 0.22855
C -0.27812 -0.40135 2.38338
C -0.55319 0.18304 0.04056
H -0.96258 0.36978 2.75606
H -3.00329 0.94981 -0.66672
H -2.37661 1.10689 1.28556
H 0.57984 -0.48995 3.05482
H -0.78850 -1.36709 2.30111



Please write out number 5 again, unchanged.
16
Properties=species:S:1:pos:R:3 method="wB97M-V/def2-TZVPD" smiles="C[C@@H](O)CNC=O" e_lumo_ev=0.7 largest_force_ev_per_a=1.14 spin_multiplicity=1
O 0.17741 0.33451 -1.68961
O -1.66299 1.81534 -0.33759
N -1.20064 0.21709 1.22450
C -1.78154 1.34946 0.78745
C 0.72828 0.03615 -0.41831
C 1.90585 -0.90242 -0.62538
C -0.40428 -0.65210 0.36339
H 2.48680 -0.54498 -1.47755
H -0.08185 -1.49547 0.98477
H -1.39114 -0.05785 2.17714
H -2.40133 1.85150 1.54795
H 2.55569 -0.94685 0.25600
H 1.56015 -1.91841 -0.85002
H -0.57721 0.92385 -1.48117
H 1.05255 0.96596 0.07015
H -0.96576 -0.97579 -0.53170